Entry 1:
Molecular formula: H24O12
Method: DFT, the ωB97M-V functional and the def2-TZVPD basis

The geometry in ORCA input format:
```
! RIJCOSX wB97M-V def2-TZVPD def2/J DEFGRID3
* xyz 0 1
H 0.870 0.198 -0.473
H 1.451 1.612 -0.415
H 0.760 2.554 2.154
H -0.345 1.562 1.612
H 0.036 -0.317 -4.980
H -0.003 -1.929 -4.852
H 0.697 -2.172 0.578
H -0.184 -1.878 -0.625
H 4.260 1.433 0.272
H 5.590 0.769 -0.110
H 0.454 -0.751 3.658
H -0.172 -2.115 3.778
H -2.828 1.555 2.286
H -1.587 0.531 2.139
H 0.030 0.602 -2.276
H 1.407 0.085 -2.673
H -3.071 3.061 1.247
H -3.258 1.808 0.271
H -3.506 -0.435 0.708
H -2.701 -1.548 -0.036
H 3.021 -1.386 2.560
H 2.006 -0.693 1.738
H -1.787 -1.274 -3.285
H -3.038 -1.914 -3.696
O 1.153 0.857 0.128
O 0.249 1.724 2.350
O 0.007 -1.117 -4.366
O 0.727 -2.061 -0.379
O 5.056 1.599 -0.210
O 0.551 -1.605 4.223
O -2.065 1.204 1.669
O 0.962 0.858 -2.313
O -2.615 2.426 0.618
O -2.854 -0.643 0.046
O 2.766 -0.472 2.257
O -2.038 -2.127 -3.602
*
```

E_HOMO in eV: -8.603
ΔE to the lowest compared entry with this formula, charge and spin in kJ/mol: 791.7
Orbital gap in eV: 8.30
E_tot in a.u.: -917.02381

=====

Entry 2:
Molecular formula: C38H81N6O14P
Method: DFT, the ωB97M-V functional and the def2-TZVPD basis

The geometry in ORCA input format:
```
! RIJCOSX wB97M-V def2-TZVPD def2/J DEFGRID3
* xyz 0 1
C -12.397 -1.269 0.404
N -13.459 -0.260 0.344
C -14.407 -0.415 1.313
P -14.122 0.045 -1.231
O -15.037 -1.037 -1.775
N -14.820 1.578 -0.907
C -14.134 2.638 -0.164
C -16.223 1.796 -1.326
N -12.842 0.327 -2.339
C -11.897 1.366 -2.065
C -13.170 0.344 -3.786
H -12.359 -1.933 1.267
H -11.386 -0.890 0.258
H -12.549 -1.976 -0.411
H -15.130 0.401 1.320
H -13.936 -0.580 2.282
H -14.996 -1.283 1.018
H -14.621 2.991 0.744
H -13.045 2.596 -0.120
H -14.187 3.526 -0.793
H -16.189 2.466 -2.185
H -16.605 0.814 -1.601
H -16.806 2.164 -0.481
H -10.960 1.341 -2.622
H -12.145 2.402 -2.296
H -11.484 1.218 -1.067
H -13.879 1.161 -3.924
H -13.760 -0.471 -4.205
H -12.297 0.428 -4.433
C -11.086 8.404 -0.624
O -11.228 7.101 -0.290
C -10.052 6.518 0.371
C -10.382 5.080 0.503
C -11.443 4.768 1.486
N -9.252 4.169 0.838
H -12.095 8.664 -0.944
H -10.505 8.653 -1.512
H -10.657 8.907 0.242
H -9.194 6.596 -0.296
H -9.736 7.051 1.268
H -10.832 4.711 -0.418
H -12.293 5.384 1.189
H -11.145 5.112 2.476
H -11.673 3.721 1.290
H -9.167 4.358 1.827
H -9.484 3.186 0.798
C -5.086 8.647 5.294
O -4.962 9.368 4.065
C -5.966 10.299 3.640
C -7.460 9.910 3.420
C -7.687 9.118 2.187
N -8.158 11.169 3.486
H -4.218 8.007 5.450
H -5.784 7.853 5.027
H -5.544 9.294 6.042
H -5.827 11.085 4.383
H -5.643 10.708 2.683
H -7.966 9.294 4.164
H -7.047 8.239 2.263
H -7.090 9.565 1.392
H -8.686 8.900 1.810
H -9.089 11.001 3.130
H -7.671 11.827 2.895
C -12.561 7.167 -3.617
O -13.961 7.457 -3.848
C -14.336 8.683 -3.125
C -15.886 8.939 -3.003
C -16.715 7.728 -2.759
N -16.422 9.336 -4.277
H -11.908 8.010 -3.840
H -12.332 6.362 -4.316
H -12.366 6.987 -2.560
H -14.045 8.384 -2.118
H -13.654 9.480 -3.420
H -16.018 9.690 -2.224
H -16.447 7.415 -1.750
H -16.409 6.958 -3.467
H -17.784 7.811 -2.958
H -17.424 9.443 -4.217
H -16.348 8.452 -4.761
O -9.587 7.742 -5.023
C -9.269 6.693 -4.534
C -8.942 5.397 -5.237
C -8.328 4.560 -4.187
C -8.712 5.151 -2.788
O -9.030 6.548 -3.137
H -9.855 4.956 -5.637
H -8.233 5.599 -6.040
H -8.616 3.518 -4.322
H -7.252 4.663 -4.321
H -9.465 4.651 -2.180
H -7.798 5.240 -2.199
O -11.483 10.130 3.961
C -12.353 10.549 3.255
C -12.944 9.918 1.974
C -14.271 10.696 1.709
C -13.794 12.043 2.198
O -12.988 11.818 3.423
H -12.216 9.842 1.166
H -13.229 8.908 2.269
H -14.550 10.712 0.655
H -15.070 10.354 2.367
H -13.117 12.583 1.535
H -14.720 12.595 2.361
O -10.501 1.344 1.101
C -9.635 0.987 1.926
C -9.669 1.144 3.429
C -8.241 0.934 3.834
C -7.695 0.192 2.676
O -8.468 0.593 1.552
H -10.179 2.081 3.649
H -10.287 0.439 3.985
H -7.616 1.826 3.882
H -8.230 0.345 4.751
H -6.651 0.336 2.397
H -7.811 -0.883 2.815
O -9.511 4.166 4.186
C -9.584 4.988 5.062
C -9.682 4.718 6.536
C -10.590 5.907 6.894
C -9.923 6.946 6.020
O -9.526 6.273 4.889
H -10.108 3.725 6.676
H -8.681 4.820 6.955
H -11.594 5.526 6.711
H -10.411 6.010 7.964
H -10.468 7.885 5.918
H -9.001 7.245 6.518
O -7.490 10.445 -0.882
C -7.390 10.718 -2.057
C -7.561 9.772 -3.231
C -7.946 10.734 -4.364
C -7.237 11.997 -3.989
O -7.051 11.901 -2.509
H -6.669 9.264 -3.597
H -8.348 9.116 -2.859
H -7.658 10.229 -5.286
H -9.008 10.975 -4.318
H -6.306 11.840 -4.534
H -7.639 12.924 -4.399
*
```

Structure (SMILES): CN(C)P(=O)(N(C)C)N(C)C.COC[C@H](C)N.COC[C@H](C)N.COC[C@H](C)N.O=C1CCCO1.O=C1CCCO1.O=C1CCCO1.O=C1CCCO1.O=C1CCCO1
E_HOMO in eV: -8.291
Orbital gap in eV: 8.72
E_tot in a.u.: -3219.56616

=====

Entry 3:
Molecular formula: C44H30Cl6F3GeN5O8SSbSeTi
Method: DFT, the ωB97M-V functional and the def2-TZVPD basis

The geometry in ORCA input format:
```
! RIJCOSX wB97M-V def2-TZVPD def2/J DEFGRID3
* xyz -2 2
Ti -0.600 0.821 -1.367
O -3.646 0.143 3.548
C -4.447 0.755 2.690
O -5.479 1.267 3.051
C -3.988 0.865 1.278
C -4.688 1.465 0.244
Cl -6.258 2.102 0.238
N -3.947 1.391 -0.886
N -2.807 0.719 -0.645
C -2.819 0.413 0.646
C -1.554 -0.214 1.127
O -1.391 -0.615 2.268
O -0.662 -0.272 0.196
C -4.263 1.813 -2.211
C -4.716 3.106 -2.429
C -4.962 3.512 -3.729
C -4.724 2.644 -4.789
C -4.248 1.364 -4.550
C -4.027 0.933 -3.251
H -2.799 -0.189 3.142
H -4.830 3.791 -1.601
H -5.310 4.520 -3.916
H -4.900 2.975 -5.806
H -4.033 0.685 -5.364
H -3.668 -0.071 -3.059
Cl -6.162 -2.799 -1.762
Ge -3.861 -2.630 -1.562
Cl -3.720 -2.802 0.717
Cl -3.406 -4.820 -2.037
O -1.743 -0.818 -4.410
S -0.579 -0.352 -3.725
O -0.781 1.123 -3.264
O -0.488 -0.899 -2.287
O 0.677 -0.494 -4.405
Se -1.058 3.577 2.452
N -1.565 5.042 1.533
C -1.563 4.714 0.248
C -1.891 5.541 -0.840
C -1.827 4.996 -2.124
C -1.469 3.679 -2.330
N -1.139 2.846 -1.315
C -1.171 3.341 -0.047
N -0.851 2.573 0.964
H -2.181 6.569 -0.666
H -2.080 5.598 -2.986
H -1.435 3.245 -3.319
F 8.345 4.288 -1.110
C 7.963 3.173 -0.446
F 8.744 2.177 -0.921
F 8.313 3.352 0.841
C 6.506 2.884 -0.620
C 5.697 2.614 0.473
C 4.357 2.325 0.281
C 3.816 2.299 -1.007
C 4.644 2.574 -2.100
C 5.980 2.863 -1.908
C 2.444 1.954 -1.199
C 1.291 1.614 -1.364
H 6.111 2.625 1.472
H 3.714 2.105 1.124
H 4.228 2.544 -3.098
H 6.620 3.066 -2.757
C 6.827 -0.983 2.857
C 5.958 -1.412 3.852
C 4.584 -1.298 3.678
C 4.058 -0.749 2.510
C 4.942 -0.320 1.521
C 6.317 -0.439 1.687
Sb 1.942 -0.548 2.112
C 1.743 -2.546 1.333
C 2.856 -3.336 1.055
C 2.704 -4.590 0.474
C 1.439 -5.065 0.159
C 0.322 -4.290 0.440
C 0.475 -3.043 1.029
C 1.301 -1.046 4.103
C 0.989 -0.008 4.978
C 0.552 -0.269 6.270
C 0.413 -1.581 6.700
C 0.712 -2.624 5.835
C 1.152 -2.358 4.545
H 7.898 -1.077 2.991
H 6.351 -1.841 4.767
H 3.915 -1.640 4.459
H 4.556 0.095 0.595
H 6.985 -0.109 0.900
H 3.853 -2.975 1.278
H 3.581 -5.186 0.251
H 1.322 -6.032 -0.315
H -0.671 -4.641 0.184
H -0.407 -2.459 1.244
H 1.074 1.022 4.645
H 0.304 0.551 6.932
H 0.058 -1.789 7.702
H 0.589 -3.650 6.161
H 1.368 -3.180 3.873
Cl 5.064 -0.383 -3.452
C 3.326 -0.693 -3.169
Cl 3.048 -1.500 -1.629
H 2.963 -1.327 -3.966
H 2.803 0.255 -3.159
*
```

E_HOMO (spin up / spin down) in eV: -2.390 / -3.280
ΔE to the lowest compared entry with this formula, charge and spin in kJ/mol: 2.5
⟨S²⟩: 0.784
Orbital gap (spin up / spin down) in eV: 5.44 / 6.17
E_tot in a.u.: -11597.83404

=====

Entry 4:
Molecular formula: C17H13N5S
Method: DFT, the ωB97M-V functional and the def2-TZVPD basis

The geometry in ORCA input format:
```
! RIJCOSX wB97M-V def2-TZVPD def2/J DEFGRID3
* xyz 0 1
C 2.612 -5.533 -2.009
C 3.201 -4.318 -2.004
N 2.169 -3.393 -1.908
C 2.275 -1.934 -2.026
C 1.652 -1.203 -0.847
C 1.677 -1.718 0.460
C 1.110 -1.006 1.523
C 0.622 0.308 1.283
C 0.603 0.773 -0.049
C 1.113 0.055 -1.134
C 0.054 2.103 -0.002
N -0.210 3.086 -0.825
N -0.677 4.070 0.003
C -0.791 3.662 1.333
C -1.254 4.458 2.465
C -1.577 3.995 3.815
C -2.063 4.973 4.596
S -2.160 6.532 3.816
C -1.549 5.798 2.316
C -0.316 2.412 1.344
C 0.004 1.294 2.287
N 0.998 -4.081 -1.836
N 1.258 -5.347 -1.938
H 3.099 -6.526 -2.124
H 4.234 -4.104 -2.155
H 1.822 -1.626 -2.964
H 3.356 -1.682 -2.079
H 2.078 -2.677 0.704
H 1.083 -1.509 2.490
H 1.126 0.473 -2.133
H -1.046 4.973 -0.353
H -1.471 2.961 4.170
H -2.356 4.829 5.644
H -1.433 6.431 1.405
H 0.701 1.621 3.047
H -0.893 0.900 2.738
*
```

Structure (SMILES): c1cn(Cc2ccc3c(c2)-c2n[nH]c(-c4ccsc4)c2C3)nn1
E_HOMO in eV: -8.344
ΔE to the lowest compared entry with this formula, charge and spin in kJ/mol: 92.4
Orbital gap in eV: 8.85
E_tot in a.u.: -1327.52873